A structure of composition C71H53F9N3OP3Pt. Source: the OMol25 dataset; level of theory: wB97M-V/def2-TZVPD.

Properties
Charge = +2
Strongest force on any atom = 0.028 Eh/bohr
HOMO energy (alpha / beta) = -12.73 / -12.73 eV
E_LUMO (alpha / beta) = -6.343 / -6.341 eV
Energy relative to the best compared isomer or geometry (same formula, charge and spin) = 0.00 kJ/mol
Multiplicity = 1
Gap between HOMO and LUMO (alpha / beta) = 0.2346 / 0.2347 Ha

Last column: Mulliken charge in e.
Geometry (Å):
Pt1 0.056153 -0.415410 0.302260  3.25
C1 5.046621 0.389658 5.419676  -1.85
C2 4.425230 -0.734250 4.565005  1.54
C3 4.965604 -2.098608 5.026482  -1.88
C4 4.787484 -0.508851 3.102959  0.47
C5 6.118085 -0.607194 2.710225  -0.05
C6 6.499920 -0.440259 1.394261  -1.66
C7 5.534987 -0.205189 0.430341  -0.22
C8 4.189598 -0.087648 0.770046  -0.40
P1 2.925264 0.080597 -0.569118  2.53
C9 3.786138 -0.735925 -1.994785  0.00
C10 3.554460 -2.078681 -2.267986  0.08
C11 4.230669 -2.740299 -3.285024  -1.19
C12 5.154654 -2.058528 -4.060118  -0.96
C13 5.395766 -0.713344 -3.807915  -0.88
C14 4.722731 -0.056792 -2.787287  -0.54
C15 3.115545 1.806016 -1.145175  -0.12
C16 2.483951 2.150689 -2.341750  -0.14
C17 2.651491 3.412816 -2.887225  -0.84
C18 3.445804 4.351580 -2.232497  -0.71
C19 4.056157 4.022769 -1.029007  -0.87
C20 3.889922 2.752156 -0.483180  -0.39
C21 3.845192 -0.202967 2.127398  -0.81
O1 2.511194 -0.033895 2.442015  0.61
C22 2.059143 -0.377402 3.701305  -1.53
C23 0.669029 -0.347632 3.886144  0.74
C24 0.141537 -0.696943 5.125695  -0.66
C25 0.983827 -1.038544 6.170074  -1.70
C26 2.350340 -1.034194 5.969124  -0.23
C27 2.916228 -0.718516 4.735372  1.05
P2 -0.417776 0.315839 2.595839  1.63
C28 -0.342679 2.110609 2.862958  0.27
C29 -1.397557 2.902759 2.401480  -0.65
C30 -1.364141 4.278033 2.566503  -1.05
C31 -0.269974 4.877844 3.180579  -0.68
C32 0.773595 4.095050 3.655494  -0.87
C33 0.740021 2.714191 3.497228  -0.53
C34 -2.103006 -0.074582 3.147333  -0.12
C35 -2.674559 -1.255454 2.699675  0.18
C36 -3.908684 -1.678442 3.170503  -0.70
C37 -4.591063 -0.900141 4.095334  -0.91
C38 -4.037121 0.294820 4.537956  -0.94
C39 -2.799091 0.710913 4.069839  -0.34
H1 6.137574 0.351962 5.372086  0.42
H2 4.747377 0.293367 6.465982  0.42
H3 4.722632 1.369989 5.059547  0.38
H4 6.031343 -2.195609 4.820392  0.46
H5 4.443258 -2.916677 4.522747  0.37
H6 4.830146 -2.226892 6.101985  0.51
H7 6.871090 -0.837083 3.454917  0.53
H8 7.543868 -0.515962 1.113700  0.45
H9 5.842038 -0.125981 -0.601033  0.50
H10 2.839503 -2.624393 -1.677600  0.57
H11 4.030076 -3.789999 -3.469224  0.54
H12 5.686217 -2.569108 -4.855209  0.47
H13 6.120133 -0.169907 -4.402892  0.46
H14 4.939509 0.990504 -2.620023  0.57
H15 1.875673 1.414113 -2.862312  0.40
H16 2.174820 3.665045 -3.828541  0.50
H17 3.599913 5.331057 -2.670324  0.42
H18 4.676147 4.751813 -0.518797  0.44
H19 4.380140 2.501383 0.451411  0.44
H20 -0.930555 -0.698980 5.275969  0.58
H21 0.576095 -1.293355 7.141153  0.46
H22 3.004189 -1.283367 6.795858  0.46
H23 -2.255831 2.439593 1.924425  0.62
H24 -2.192195 4.884025 2.215526  0.48
H25 -0.234821 5.955423 3.295938  0.44
H26 1.612636 4.561384 4.158088  0.48
H27 1.554583 2.110628 3.882584  0.58
H28 -2.142416 -1.819022 1.954131  -0.35
H29 -4.340381 -2.607040 2.811020  0.56
H30 -5.558987 -1.218477 4.464864  0.45
H31 -4.568678 0.901720 5.261188  0.49
H32 -2.374795 1.633776 4.441768  0.61
C40 -6.043932 -1.837914 -0.462353  -0.77
C41 -5.950214 -0.493393 -0.809693  -0.87
C42 -4.716950 0.126441 -0.870607  -0.68
C43 -3.558027 -0.599708 -0.576604  -0.58
C44 -3.662857 -1.932725 -0.212994  1.24
C45 -4.893865 -2.556664 -0.160266  -0.67
N1 -2.279893 0.025837 -0.557992  0.88
N2 -2.282396 1.105489 -1.135524  -1.03
C46 -1.183453 1.950834 -0.891761  -0.16
C47 -1.315419 3.244077 -1.344734  -0.56
C48 -0.369809 4.200412 -0.995532  -1.05
C49 0.666976 3.836835 -0.168704  -1.53
C50 0.769109 2.513336 0.221462  0.13
N3 -0.091119 1.568693 -0.176070  1.16
H33 -7.013391 -2.319795 -0.419921  0.47
H34 -6.845572 0.073383 -1.033716  0.45
H35 -4.635858 1.172066 -1.134648  0.55
H36 -2.771023 -2.479852 0.023139  -0.28
H37 -4.956541 -3.601999 0.121802  0.59
H38 -2.191301 3.483213 -1.935677  0.64
H39 -0.468244 5.223041 -1.341125  0.57
H40 1.405328 4.552859 0.169030  0.64
H41 1.553466 2.193470 0.882983  0.18
F1 5.885170 -6.230000 0.725927  -0.27
C51 5.800354 -4.894432 0.702661  0.75
F2 6.386499 -4.417860 1.812405  -0.24
F3 6.510317 -4.456406 -0.354158  -0.26
C52 4.369557 -4.435680 0.589828  0.04
C53 3.930750 -3.354550 1.327588  -0.58
C54 2.639263 -2.877360 1.138482  0.63
C55 1.802387 -3.475937 0.205442  0.74
C56 2.238995 -4.600602 -0.495659  0.40
C57 3.520518 -5.077968 -0.305048  -1.16
P3 0.131154 -2.781804 0.031152  0.65
C58 -0.343730 -2.729480 -1.752163  -0.23
C59 0.349257 -1.865109 -2.607857  -0.35
C60 -0.068859 -1.653183 -3.909601  -1.08
C61 -1.211968 -2.282408 -4.375259  -0.12
C62 -1.916749 -3.138565 -3.550554  -1.26
C63 -1.487449 -3.358267 -2.249185  -0.17
C64 -1.658871 -2.018213 -5.789930  0.77
F4 -2.871807 -2.527636 -6.031708  -0.28
F5 -1.706049 -0.693159 -6.022007  -0.25
F6 -0.795762 -2.553092 -6.665297  -0.24
C65 -0.807702 -4.201562 0.724875  1.67
C66 -0.963533 -5.363184 -0.033798  -0.91
C67 -1.609670 -6.468572 0.495154  -1.38
C68 -2.105879 -6.425460 1.787917  0.10
C69 -1.925260 -5.296590 2.567143  -0.98
C70 -1.267888 -4.194641 2.039983  -0.47
C71 -2.780913 -7.633458 2.383111  0.78
F7 -3.759297 -7.266291 3.225862  -0.26
F8 -3.314721 -8.409255 1.431330  -0.27
F9 -1.899103 -8.369633 3.074225  -0.24
H42 4.598400 -2.880546 2.035335  0.87
H43 2.277387 -2.029247 1.704481  -0.84
H44 1.601430 -5.084624 -1.224947  0.42
H45 3.869532 -5.944428 -0.854655  0.54
H46 1.236954 -1.362140 -2.268091  -0.12
H47 0.492867 -0.993151 -4.560618  0.60
H48 -2.813369 -3.624992 -3.913601  0.55
H49 -2.079181 -4.011942 -1.629082  0.63
H50 -0.593788 -5.421056 -1.047572  0.52
H51 -1.726272 -7.364617 -0.102022  0.52
H52 -2.287840 -5.277043 3.588224  0.53
H53 -1.092039 -3.346373 2.683431  0.28

Cartesian forces (eV/Å) of the 6 atoms listed first:
0.4547 -0.0478 0.6227
-0.0360 0.0248 -0.0611
-0.0018 0.1190 0.0201
-0.0353 -0.1026 0.0248
-0.0819 0.0652 0.1018
0.0815 -0.0666 -0.0018